(1)
Entry from the Open Molecules 2025 dataset: a cluster of 20 separate species, C23H82F3O21 in total at a distorted geometry (ωB97M-V/def2-TZVPD).

Summary:
**Energy above the lowest of the compared OMol25 structures with the same formula, charge and spin**: 241.0 kJ/mol
**E_tot**: -76321.8834 eV
**LUMO level**: 2.07 eV
**HOMO-LUMO gap**: 0.3306 hartree
**Maximum force**: 3.71 eV/Å
**Charge**: -1
**2S+1**: 1

Each line ends with the Löwdin charge.
CARTESIAN COORDINATES (ANGSTROEM)
C 0.207 1.111 -2.062  -0.04
C -0.659 1.045 -0.802  -0.22
O -0.063 0.145 0.037  -0.11
C -0.795 -0.263 1.141  -0.38
O -1.631 -1.325 0.787  -0.19
C 0.264 -0.669 2.115  -0.43
F 0.607 -1.911 1.761  0.13
F 1.355 0.246 2.176  0.09
F -0.190 -0.693 3.403  0.10
H -0.039 1.936 -2.770  0.08
H 0.249 0.255 -2.647  0.03
H 1.232 1.317 -1.841  0.04
H -1.609 0.569 -1.159  0.12
H -0.806 2.042 -0.308  0.11
H -1.404 0.575 1.547  0.13
C 2.015 1.148 4.744  -0.22
O 2.913 1.726 3.895  -0.12
H 2.540 1.206 5.714  0.08
H 1.806 0.100 4.530  0.04
H 1.036 1.691 4.963  0.09
H 3.482 0.993 3.606  0.05
C -0.439 -3.142 -1.153  -0.15
O -0.604 -1.917 -1.752  -0.14
H -1.421 -3.539 -0.940  0.10
H 0.079 -2.772 -0.234  0.08
H 0.246 -3.794 -1.602  0.04
H -0.680 -1.268 -1.012  0.05
C 1.481 -2.832 4.699  -0.14
O 2.221 -3.724 3.918  -0.13
H 1.650 -3.233 5.686  0.08
H 0.442 -2.849 4.326  0.07
H 1.947 -1.840 4.574  0.06
H 1.904 -3.632 3.037  0.01
C -4.390 -1.308 2.413  -0.12
O -4.229 -0.038 1.810  -0.11
H -5.399 -1.433 2.804  0.09
H -3.688 -1.302 3.219  0.05
H -4.108 -2.062 1.694  0.07
H -3.420 0.000 1.377  -0.02
C -1.813 -3.768 2.933  -0.18
O -1.904 -3.863 1.541  -0.15
H -1.459 -2.764 3.112  0.05
H -1.163 -4.509 3.439  0.09
H -2.790 -3.851 3.427  0.08
H -1.868 -2.918 1.265  0.02
C 2.880 -1.125 -0.872  -0.12
O 2.667 -2.194 0.051  -0.10
H 3.283 -0.238 -0.340  0.08
H 1.999 -0.793 -1.507  0.08
H 3.735 -1.401 -1.507  0.08
H 2.146 -1.960 0.779  0.00
C -2.823 2.886 -3.169  -0.16
O -1.971 3.611 -3.996  -0.09
H -2.880 3.214 -2.104  0.08
H -2.364 1.909 -2.939  0.05
H -3.813 2.763 -3.608  0.10
H -2.104 3.377 -4.861  0.02
C -1.803 -0.062 -4.916  -0.11
O -3.182 -0.425 -5.222  -0.13
H -1.208 -0.686 -5.602  0.10
H -1.537 -0.287 -3.853  0.07
H -1.705 0.934 -5.117  0.02
H -3.267 -0.490 -6.171  0.06
C 1.194 2.684 -5.354  -0.14
O 1.779 3.366 -4.283  -0.10
H 0.381 1.977 -5.015  0.09
H 1.929 2.131 -5.963  0.09
H 0.798 3.414 -6.027  0.07
H 2.123 4.154 -4.639  0.08
C -2.518 1.215 4.329  -0.13
O -1.773 1.790 5.439  -0.12
H -3.625 1.171 4.418  0.09
H -2.118 0.240 4.177  0.05
H -2.498 1.796 3.399  0.06
H -1.192 1.084 5.775  0.08
C 0.250 4.821 -1.464  -0.15
O 0.376 6.241 -1.488  -0.11
H -0.601 4.535 -2.114  0.07
H -0.047 4.514 -0.471  0.06
H 1.120 4.190 -1.794  0.08
H 0.065 6.520 -0.625  0.07
C 2.166 -3.388 -3.422  -0.21
O 1.376 -2.344 -3.738  -0.09
H 1.804 -4.347 -3.763  0.08
H 2.308 -3.372 -2.347  0.06
H 3.142 -3.299 -3.872  0.08
H 0.666 -2.403 -3.149  0.01
C 3.081 0.235 -3.958  -0.08
O 3.185 1.445 -3.118  -0.17
H 2.015 -0.017 -4.004  0.07
H 3.643 -0.576 -3.565  0.06
H 3.440 0.516 -4.896  0.05
H 2.456 2.054 -3.391  0.03
C 2.331 2.294 0.268  -0.15
O 3.394 2.638 -0.635  -0.13
H 1.493 2.898 0.036  0.04
H 2.644 2.459 1.257  0.05
H 2.043 1.272 0.154  0.03
H 3.295 2.120 -1.491  0.04
C 4.402 -1.547 2.892  -0.11
O 4.309 -0.582 3.926  -0.12
H 5.445 -1.752 2.541  0.10
H 3.813 -1.249 2.047  0.06
H 3.969 -2.478 3.277  0.07
H 4.969 -0.811 4.573  0.09
C -3.209 2.682 0.557  -0.22
O -4.030 1.975 -0.269  -0.10
H -3.714 3.288 1.353  0.10
H -2.516 3.396 0.164  0.05
H -2.596 1.947 1.118  0.05
H -3.786 1.017 -0.127  0.06
C 1.369 -5.266 0.441  -0.17
O 0.990 -4.522 1.533  -0.13
H 0.454 -5.910 0.112  0.12
H 2.176 -5.901 0.706  0.07
H 1.675 -4.751 -0.487  0.05
H 0.155 -4.096 1.320  0.03
C -0.043 2.757 2.698  -0.22
O -0.533 3.679 3.577  -0.11
H -0.475 2.930 1.683  0.08
H -0.266 1.762 2.988  0.03
H 1.079 2.862 2.618  0.09
H -0.599 3.204 4.460  0.08
C -3.833 -0.733 -2.147  -0.18
O -3.839 -0.868 -0.801  -0.12
H -4.729 -1.090 -2.614  0.08
H -2.915 -1.077 -2.607  0.06
H -4.014 0.364 -2.278  0.08
H -3.033 -1.203 -0.428  0.03


(2)
Entry from the Open Molecules 2025 dataset: a structure of composition C24H11Cl3ILiN6O3S2 at a distorted geometry (ωB97M-V/def2-TZVPD).

Summary:
**Energy above the lowest of the compared OMol25 structures with the same formula, charge and spin**: 118.7 kJ/mol
**E_tot**: -107698.2147 eV
**LUMO level**: 3.41 eV
**HOMO-LUMO gap**: 0.2035 hartree
**Maximum force**: 3.44 eV/Å
**Charge**: -2
**2S+1**: 1

Each line ends with the Löwdin charge.
CARTESIAN COORDINATES (ANGSTROEM)
Li -4.764 -16.265 -4.322  0.59
Cl -8.610 -17.334 -10.255  0.62
C -7.976 -17.250 -8.649  -0.66
C -8.509 -18.199 -7.742  -0.20
C -8.072 -18.175 -6.397  -0.66
I -9.119 -19.213 -4.921  0.85
C -7.041 -17.264 -5.966  -0.40
O -6.317 -17.411 -4.868  -0.20
C -6.628 -16.251 -6.938  -0.18
N -5.725 -15.352 -6.530  0.12
C -5.379 -14.407 -7.355  -0.12
C -5.847 -14.261 -8.695  -0.07
C -6.681 -15.214 -9.209  -0.04
C -7.098 -16.237 -8.249  -0.19
H -9.327 -18.916 -8.071  0.10
H -4.591 -13.785 -6.913  0.09
H -5.570 -13.375 -9.282  0.10
H -6.946 -15.226 -10.271  0.08
S -3.319 -20.466 3.638  0.90
N -4.487 -20.792 2.597  -0.26
C -4.387 -19.815 1.646  -0.27
C -5.239 -19.761 0.495  -0.12
C -6.052 -20.800 0.055  -0.01
C -6.830 -20.524 -1.057  -0.03
C -6.678 -19.295 -1.776  -0.11
N -5.929 -18.354 -1.283  0.14
C -5.136 -18.568 -0.254  -0.14
C -4.139 -17.488 0.099  -0.11
N -4.193 -16.422 -0.699  0.14
C -3.469 -15.364 -0.411  -0.12
C -2.605 -15.312 0.686  -0.07
C -2.423 -16.444 1.473  -0.02
C -3.269 -17.554 1.250  -0.11
C -3.420 -18.769 1.966  -0.31
N -2.689 -19.018 3.076  -0.21
H -6.093 -21.744 0.542  0.10
H -7.542 -21.221 -1.453  0.09
H -7.096 -19.183 -2.780  0.03
H -3.589 -14.472 -1.068  0.12
H -2.010 -14.370 0.936  0.12
H -1.706 -16.403 2.322  0.12
Cl -0.567 -13.818 -3.193  0.47
C -1.719 -14.673 -4.314  -0.96
Cl -0.870 -15.164 -5.847  0.48
C -3.127 -13.933 -4.543  -0.78
O -3.132 -12.959 -5.289  -0.04
O -4.017 -14.518 -3.866  -0.14
H -1.880 -15.675 -3.923  -0.01
S -3.530 -20.526 -3.798  0.36
C -3.430 -18.917 -3.992  -1.04
N -3.288 -17.736 -4.011  -0.03


(3)
Entry from the Open Molecules 2025 dataset: a structure of composition C24H12BCl5F2N5Tc at a distorted geometry (ωB97M-V/def2-TZVPD).

Summary:
**Energy above the lowest of the compared OMol25 structures with the same formula, charge and spin**: 97.7 kJ/mol
**E_tot**: -103453.2302 eV
**⟨S²⟩**: 3.77
**LUMO level (alpha / beta)**: -3.61 / -4.10 eV
**HOMO-LUMO gap (alpha / beta)**: 0.2835 / 0.2727 hartree
**Maximum force**: 1.32 eV/Å
**Charge**: +1
**2S+1**: 4

Each line ends with the Löwdin charge.
CARTESIAN COORDINATES (ANGSTROEM)
Tc -0.480 -0.296 -0.948  1.39
C 3.781 -0.737 -1.429  -0.04
C 4.208 0.475 -1.971  -0.02
C 3.285 1.459 -2.232  0.02
C 1.933 1.245 -1.943  -0.30
N 1.525 0.041 -1.491  -0.03
C 2.439 -0.915 -1.216  -0.15
N 1.075 2.307 -2.148  0.18
C 0.057 2.494 -1.385  -0.28
N -0.410 1.657 -0.381  -0.04
C -1.521 2.246 0.224  -0.31
N -2.242 1.774 1.163  0.17
C -1.919 0.586 1.802  -0.31
C -2.338 0.484 3.130  0.01
C -2.042 -0.641 3.860  -0.03
C -1.330 -1.668 3.250  -0.03
C -0.976 -1.520 1.930  -0.11
N -1.265 -0.423 1.196  0.02
C -1.762 3.544 -0.439  -0.11
C -2.715 4.516 -0.199  0.01
C -2.677 5.647 -1.004  -0.05
C -1.712 5.797 -2.002  -0.05
C -0.752 4.819 -2.227  0.01
C -0.805 3.692 -1.428  -0.11
H 4.472 -1.533 -1.192  0.12
H 5.257 0.644 -2.175  0.12
H 3.558 2.423 -2.634  0.12
H 2.052 -1.846 -0.822  0.09
H -2.884 1.319 3.543  0.12
H -2.356 -0.726 4.891  0.12
H -1.069 -2.572 3.778  0.12
H -0.427 -2.305 1.433  0.10
H -3.453 4.396 0.583  0.12
H -3.407 6.432 -0.854  0.11
H -1.713 6.693 -2.607  0.11
H 0.005 4.929 -2.991  0.12
Cl 1.209 -3.098 -3.234  0.81
C -0.327 -2.405 -3.536  -0.62
C -0.990 -1.663 -2.541  -0.32
C -2.236 -1.114 -2.940  -0.62
Cl -2.997 -0.094 -1.762  0.83
C -2.807 -1.268 -4.179  -0.69
Cl -4.298 -0.520 -4.555  0.75
C -2.131 -2.060 -5.120  -0.68
Cl -2.832 -2.316 -6.647  0.77
C -0.899 -2.619 -4.799  -0.68
Cl -0.087 -3.572 -5.965  0.74
F -0.124 -3.207 -0.484  0.16
B -1.111 -2.417 -0.949  -0.87
F -2.359 -2.776 -0.651  0.20